A cluster of 2 separate species, C2H6NO2 in total, computed with ωB97M-V/def2-TZVPD.

Atoms and positions in Å:
C  -2.194  -0.277  1.480
N  -2.019  0.341  0.400
H  -1.630  -1.297  1.614
H  -2.916  0.115  2.116
H  -2.980  0.694  0.166
H  -1.377  0.284  -0.291
O  0.299  -0.441  -0.681
C  1.547  -0.356  -0.721
O  2.391  0.725  -0.495
H  2.121  -1.218  -0.706
H  3.272  0.561  -0.844

Output
Charge: +1
Relative energy (zero: lowest compared OMol25 entry of this formula, charge and spin) (kcal per mole): 54.94
Kohn-Sham gap (hartree): 0.35363
HOMO (eV): -15.21
Molecular weight (g/mol): 76.1
E_tot (eV): -7747.52288